# 1
Here is a molecular structure, C48H60AsCl2N4OPSTi from OMol25. Energies are from ωB97M-V with the def2-TZVPD basis set.

```
119
Properties=species:S:1:pos:R:3:forces:R:3
Ti 11.169650 11.040400 18.438850 -1.419 0.690 -1.379
Cl 8.673150 10.071800 18.955450 -0.408 -0.291 0.065
C 7.821550 11.282800 17.989750 -0.423 0.091 -0.202
Cl 9.074650 12.447600 17.517950 -0.548 0.529 -0.189
H 7.058950 11.781700 18.592450 0.206 -0.153 -0.134
H 7.395850 10.817800 17.098350 0.118 0.078 0.196
C 15.302350 6.553200 21.236550 0.001 0.108 -0.100
C 16.023450 7.488700 20.248750 0.196 -0.167 0.091
C 16.644550 6.641800 19.135450 -0.138 0.150 0.085
C 17.129850 8.280400 20.961450 -0.155 -0.022 -0.131
C 14.992550 8.461700 19.732450 -0.138 -0.002 -0.617
C 14.651650 8.570700 18.375850 0.003 0.012 0.384
C 13.627350 9.398000 17.982350 0.181 -0.110 -0.449
N 12.883750 10.126500 18.829750 1.576 -0.458 0.717
C 13.217650 10.068100 20.145150 0.969 -0.743 -0.175
C 14.267250 9.275300 20.599950 -0.654 0.565 0.065
C 12.319150 10.803200 21.022150 -0.388 0.493 0.872
C 12.594350 11.102800 22.355450 0.011 -0.216 -0.690
C 11.675450 11.792100 23.140550 -0.349 0.110 -0.249
C 10.457450 12.106300 22.513350 0.208 -0.071 0.052
C 10.249650 11.797500 21.190550 -0.339 0.088 0.122
N 11.160450 11.180200 20.416950 0.276 -0.278 2.603
C 11.939250 12.122800 24.590950 0.033 0.046 0.219
C 13.439450 12.264600 24.872750 -0.188 -0.046 -0.134
C 11.243850 13.422800 25.014550 0.036 -0.171 -0.130
C 11.367550 10.953900 25.413050 0.028 0.070 -0.128
H 15.965250 5.752500 21.550950 0.122 -0.031 0.023
H 14.434950 6.101600 20.759150 -0.105 -0.118 0.012
H 14.975350 7.084400 22.126050 -0.068 0.032 0.139
H 17.348450 5.936700 19.568150 0.060 -0.027 0.072
H 17.193050 7.249400 18.419850 0.061 0.074 -0.114
H 15.890450 6.060400 18.609450 -0.073 -0.091 -0.098
H 17.868750 7.594100 21.362850 0.084 -0.075 0.059
H 16.732050 8.870400 21.781750 0.002 0.086 0.173
H 17.624750 8.950800 20.262850 0.121 0.074 -0.035
H 15.165450 7.993600 17.626150 0.068 -0.031 -0.099
H 13.382550 9.465400 16.928950 0.039 -0.030 0.206
H 14.477150 9.259900 21.656650 0.017 -0.066 0.106
H 13.538850 10.801700 22.776550 0.105 -0.006 0.002
H 9.669550 12.588000 23.068350 -0.100 0.085 0.001
H 9.303650 12.061300 20.719950 0.256 -0.107 0.086
H 13.902250 12.957500 24.173650 0.146 0.095 -0.054
H 13.956550 11.310800 24.830350 0.119 -0.132 -0.038
H 13.579950 12.655900 25.875050 0.020 0.022 0.111
H 11.559450 14.251900 24.385150 0.023 0.184 -0.059
H 11.522850 13.653200 26.038750 0.008 0.036 0.074
H 10.160250 13.344900 24.992150 -0.126 0.013 -0.021
H 11.801250 10.008600 25.094750 0.036 -0.135 0.041
H 10.286850 10.898400 25.304550 -0.116 -0.064 0.033
H 11.604450 11.108500 26.461650 -0.006 -0.010 0.130
O 10.874350 8.392600 18.438950 0.035 0.050 0.272
H 11.495450 7.847000 17.937950 -0.010 0.067 -0.103
H 10.280550 7.760800 18.868750 -0.019 0.099 -0.089
C 11.824550 16.603300 21.337950 -0.182 0.421 0.384
N 12.064450 15.385100 20.585450 0.086 -0.298 -0.144
C 11.212050 14.622500 19.920550 -0.446 -0.272 0.132
S 11.915650 13.549900 18.761550 0.630 -0.470 -0.989
N 9.885250 14.646700 20.054550 0.115 0.120 -0.204
C 9.052750 15.322900 21.034250 -0.160 0.357 0.236
H 12.684050 17.257500 21.211950 -0.011 -0.029 -0.062
H 11.719550 16.393200 22.404950 -0.069 0.061 -0.095
H 10.947350 17.127500 20.966150 0.065 -0.025 0.032
H 13.041450 15.166000 20.432950 -0.208 -0.126 -0.100
H 9.364850 14.190400 19.317950 0.347 0.005 0.034
H 9.597650 15.482000 21.957850 -0.026 -0.042 0.060
H 8.189250 14.692400 21.243250 0.042 -0.020 0.031
H 8.684150 16.279800 20.660150 0.052 -0.030 0.048
C 10.539750 11.543800 14.435450 -0.100 0.124 0.341
C 10.718650 13.000900 14.069250 -0.055 -0.080 -0.358
As 10.483750 13.362100 12.072350 0.158 0.443 0.147
C 9.002450 12.199300 11.545050 0.122 -0.032 0.052
C 9.038150 11.652200 10.260950 0.211 0.101 0.183
C 8.006650 10.850700 9.808550 -0.178 0.047 -0.001
C 6.902750 10.621700 10.616550 0.000 0.002 0.039
C 6.831950 11.206700 11.871950 -0.123 -0.038 -0.088
C 7.867550 12.003300 12.328350 0.358 0.071 0.081
C 11.988850 12.289000 11.391750 -0.389 -0.042 0.221
C 11.937350 10.904400 11.246750 -0.039 -0.070 0.049
C 13.032150 10.210300 10.757050 -0.067 -0.122 0.020
C 14.176650 10.893100 10.379050 0.100 0.013 -0.018
C 14.230150 12.271700 10.500550 0.024 0.007 -0.029
C 13.143050 12.964200 11.006750 -0.188 0.187 0.107
P 11.526050 10.884200 15.894850 0.579 -0.045 -2.040
C 11.346550 9.133200 15.377250 -0.050 -0.020 0.402
C 10.055850 8.609700 15.487150 0.053 0.074 -0.006
C 9.737550 7.388500 14.921950 -0.063 0.056 0.000
C 10.710550 6.681000 14.231650 0.051 -0.029 0.007
C 12.006250 7.166100 14.169250 0.001 -0.099 -0.039
C 12.334450 8.381800 14.748450 -0.039 0.049 0.136
C 13.211050 11.421300 15.428050 -0.150 -0.048 0.416
C 13.749050 11.184400 14.163050 -0.157 -0.078 0.105
C 15.010050 11.659800 13.847050 0.088 -0.044 -0.061
C 15.730350 12.405600 14.765950 -0.103 -0.003 0.104
C 15.197050 12.651900 16.022350 0.089 0.092 0.100
C 13.953550 12.151200 16.359750 -0.239 -0.086 -0.017
H 10.896050 10.906400 13.616650 -0.069 -0.023 0.228
H 9.482850 11.306700 14.593250 0.125 -0.131 -0.056
H 11.738050 13.342600 14.272750 -0.074 0.045 -0.127
H 10.036550 13.650800 14.622950 0.016 0.022 -0.104
H 9.883850 11.856100 9.613650 -0.023 -0.093 0.004
H 8.053850 10.419700 8.820550 -0.007 -0.020 -0.107
H 6.085150 10.014600 10.259250 -0.046 -0.082 -0.026
H 5.956250 11.054000 12.484350 -0.110 0.010 0.058
H 7.788050 12.496200 13.291650 -0.029 -0.038 0.077
H 11.033850 10.354900 11.490550 0.008 0.042 -0.018
H 12.983350 9.135200 10.657550 -0.008 -0.081 -0.072
H 15.018150 10.354900 9.971750 0.102 -0.074 -0.054
H 15.111350 12.811000 10.189750 0.103 0.057 -0.058
H 13.178750 14.044700 11.082250 0.033 0.016 -0.002
H 9.292250 9.179100 16.010950 -0.049 -0.043 -0.072
H 8.733650 6.997600 14.997650 -0.074 -0.013 -0.012
H 10.459550 5.753100 13.743250 -0.023 -0.133 -0.007
H 12.766350 6.605000 13.649250 0.093 -0.085 -0.049
H 13.353350 8.735900 14.689850 0.050 0.078 -0.073
H 13.193250 10.628900 13.421050 0.020 0.039 -0.045
H 15.424150 11.441800 12.874950 0.006 0.040 -0.067
H 16.701050 12.799400 14.508650 0.107 0.008 -0.040
H 15.751350 13.236900 16.739150 0.087 0.063 0.086
H 13.551750 12.332300 17.357450 0.243 0.015 -0.274
```
Positions in Å, forces in eV/Å.

For the HOMO energy (spin up / spin down), the calculation gives -13.543 / -13.543 eV. Its strongest force on any atom is 2.63 eV/Å. The calculation puts the HOMO-LUMO gap (spin up / spin down) at 4.228 / 4.499 eV. As for the spin multiplicity: 2. Its total charge is +3. The energy above the lowest of the compared OMol25 structures with the same formula, charge and spin comes out at 0.00 kcal/mol. As for the lowest unoccupied orbital energy (spin up / spin down): -0.3423 / -0.3324 Eh.

---

# 2
Here is a molecular structure, C3H3Br2F3 from OMol25. Energies are from ωB97M-V with the def2-TZVPD basis set.

```
11
Properties=species:S:1:pos:R:3:forces:R:3
C 1.479486 -0.315885 -0.025282 2.494 0.849 -1.417
C 0.791228 0.937551 0.118225 -2.603 0.338 1.008
C -1.859013 -0.285988 0.035848 0.836 -0.581 0.526
F 0.326548 1.638636 -0.899891 0.626 0.157 -0.033
F 0.660742 1.610356 1.274050 0.457 -0.347 -0.773
F -2.454430 -0.391692 1.230007 -0.063 0.386 -0.262
Br -2.801654 0.718310 -1.224057 -0.190 0.141 -0.060
Br -1.292996 -2.031644 -0.507111 -0.485 -0.037 -0.192
H 2.032058 -0.531453 0.854812 1.165 0.570 0.990
H 2.254029 -0.147992 -0.918716 -1.825 -1.223 1.632
H 0.863998 -1.200195 0.062113 -0.412 -0.254 -1.419
```
Positions in Å, forces in eV/Å.

For the HOMO energy (spin up / spin down), the calculation gives -8.681 / -7.548 eV. Its strongest force on any atom is 2.99 eV/Å. The calculation puts the HOMO-LUMO gap (spin up / spin down) at 9.171 / 6.598 eV. As for the spin multiplicity: 1. The energy above the lowest of the compared OMol25 structures with the same formula, charge and spin comes out at 90.53 kcal/mol. As for the lowest unoccupied orbital energy (spin up / spin down): 0.0180 / -0.0349 Eh.

---

# 3
Here is a molecular structure, C6H16N2 from OMol25. Energies are from ωB97M-V with the def2-TZVPD basis set.

```
24
Properties=species:S:1:pos:R:3:forces:R:3
C 3.353438 -0.151661 -0.261031 -0.033 -0.395 0.069
C 2.389359 0.403178 -1.325084 0.723 -1.062 0.927
N 0.990614 0.237747 -0.970920 0.124 -0.280 0.439
C 0.080030 0.619123 -2.031876 -0.085 0.197 -0.116
C 0.624273 0.800642 0.299725 -0.967 -1.682 -0.052
C -0.754747 0.284634 0.764508 -2.177 2.381 0.445
N -1.516923 -0.605060 0.202868 3.132 0.213 2.176
C -4.177728 -1.209321 2.141495 -0.096 0.119 0.714
H 3.252072 0.225891 0.758267 -0.055 0.154 -0.180
H 3.215529 -1.235890 -0.237938 -0.042 0.028 0.262
H 4.391610 0.002206 -0.561231 -0.086 0.181 -0.097
H 2.691440 1.429594 -1.555610 -0.222 0.098 -0.415
H 2.579262 -0.329708 -2.114231 -0.118 0.839 -0.695
H 0.599652 0.463382 -2.969708 -0.099 0.089 -0.280
H -0.837344 0.037705 -2.026470 0.083 -0.239 0.050
H -0.253594 1.668935 -1.956307 0.315 0.058 -0.078
H 1.278367 0.431316 1.090407 0.477 0.767 -0.051
H 0.500976 1.882088 0.208573 0.217 0.355 0.612
H -0.533315 -1.036467 0.265451 -0.808 -2.052 -2.818
H -1.127066 0.892644 1.611382 -0.222 0.366 -0.297
H -4.873064 -0.736564 1.455761 0.326 -0.058 -0.512
H -4.276891 -0.632686 3.063851 -0.023 -0.327 0.213
H -3.129713 -1.194305 1.859181 -0.205 0.229 -0.501
H -4.466237 -2.247421 2.288935 -0.158 0.020 0.184
```
Positions in Å, forces in eV/Å.

For the HOMO energy, the calculation gives -8.929 eV. Its strongest force on any atom is 3.82 eV/Å. The calculation puts the HOMO-LUMO gap at 9.880 eV. As for the spin multiplicity: 1. The energy above the lowest of the compared OMol25 structures with the same formula, charge and spin comes out at 84.42 kcal/mol. As for the lowest unoccupied orbital energy: 0.0349 Eh.